Here is a structure of composition C22H21CeCl5N4Si at a distorted geometry from the OMol25 dataset. Energies are from ωB97M-V with the def2-TZVPD basis set.

net charge	+2
electronic energy	-112520.1134	eV
highest occupied orbital energy (alpha / beta)	-14.3 / -14.3	eV
LUMO energy (alpha / beta)	-8.01 / -8.01	eV

Each line ends with the Mulliken charge.
Cartesian coordinates (Å):
Ce -0.093 -0.264 0.282  0.69
Cl 2.852 -2.031 0.367  -0.14
C 2.955 -0.835 1.634  1.15
C 1.789 -0.165 1.830  -0.74
C 1.791 0.798 2.863  0.65
Cl 0.265 1.672 3.136  -0.18
C 2.917 1.043 3.651  -0.33
Cl 3.014 2.228 4.884  -0.13
C 4.045 0.154 3.483  0.47
Cl 5.402 0.349 4.599  -0.11
C 4.087 -0.708 2.429  -0.46
Cl 5.558 -1.602 2.238  -0.14
C -4.269 -0.093 1.604  -1.20
C -3.458 1.136 1.144  0.80
C -3.983 2.471 1.262  -0.88
C -3.346 3.490 0.502  -0.53
C -2.163 3.185 -0.262  -0.62
C -1.635 1.952 -0.107  0.58
N -2.320 0.898 0.470  -0.16
N -0.323 1.562 -0.548  0.42
Si 0.940 2.374 -1.626  -0.05
C 0.291 3.122 -3.211  -1.07
C 1.980 0.814 -1.909  -0.78
C 1.910 3.686 -0.715  -0.91
H -4.272 -0.861 0.844  0.28
H -5.243 0.304 1.951  0.41
H -3.802 -0.437 2.567  0.28
H -4.901 2.603 1.844  0.40
H -3.670 4.523 0.483  0.45
H -1.559 3.917 -0.745  0.46
H -0.383 2.688 -3.903  0.45
H 1.273 3.294 -3.684  0.34
H -0.029 4.226 -3.120  0.33
H 1.483 0.173 -2.630  -0.09
H 2.220 0.256 -0.954  0.27
H 2.957 1.208 -2.242  0.51
H 1.267 4.592 -0.576  0.32
H 2.830 3.927 -1.289  0.38
H 2.238 3.255 0.162  0.32
N 0.888 -3.731 -2.497  -0.02
C 1.025 -2.398 -2.374  -0.60
N 0.123 -1.898 -1.588  0.01
C -0.691 -2.943 -1.094  1.14
C -1.622 -3.045 -0.064  0.04
C -2.076 -4.297 0.332  -1.02
C -1.535 -5.465 -0.237  -0.59
C -0.600 -5.390 -1.276  -0.93
C -0.202 -4.108 -1.706  0.26
H 1.440 -4.402 -3.065  0.28
H 1.645 -1.827 -2.983  0.61
H -2.104 -2.235 0.489  0.13
H -2.895 -4.415 1.048  0.44
H -1.904 -6.483 0.026  0.38
H -0.110 -6.266 -1.721  0.39


Here is an isolated molecule of C4H7N3S at a distorted geometry from the OMol25 dataset. Energies are from ωB97M-V with the def2-TZVPD basis set.

electronic energy	-19564.5371	eV
highest occupied orbital energy	-7.4	eV
LUMO energy	0.83	eV
SMILES string	Cc1c[nH]c(=S)n1N

Each line ends with the Mulliken charge.
Cartesian coordinates (Å):
C -2.019 -0.036 -0.082  -1.13
C -0.571 0.288 0.206  0.55
C -0.045 1.506 -0.015  -0.37
N 1.332 1.534 0.004  0.00
C 1.854 0.302 0.058  -0.03
S 3.289 -0.471 -0.074  -0.38
N 0.434 -0.633 0.294  0.05
N 0.349 -1.988 -0.027  -0.58
H -2.530 -0.377 0.911  0.24
H -2.128 -0.845 -0.736  0.34
H -2.658 0.715 -0.487  0.34
H -0.646 2.461 0.191  0.28
H 2.016 2.233 0.195  0.26
H 1.111 -2.359 0.488  0.23
H 0.210 -2.331 -0.927  0.19


Here is an isolated molecule of C6H10 at a distorted geometry from the OMol25 dataset. Energies are from ωB97M-V with the def2-TZVPD basis set.

electronic energy	-6382.5354	eV
highest occupied orbital energy	-9.5	eV
LUMO energy	1.12	eV
SMILES string	C=CCC(=C)C

Each line ends with the Mulliken charge.
Cartesian coordinates (Å):
C 2.165 -0.457 -1.113  -0.77
C 1.507 -0.396 0.053  0.04
C 0.521 0.678 0.448  -0.94
C -0.948 0.212 0.557  0.79
C -1.559 0.117 1.727  -0.94
C -1.457 -0.041 -0.871  -1.08
H 2.023 0.244 -1.932  0.28
H 2.766 -1.331 -1.328  0.25
H 1.726 -1.270 0.661  0.27
H 0.811 0.965 1.467  0.34
H 0.632 1.441 -0.315  0.30
H -2.623 -0.058 1.767  0.31
H -0.898 0.231 2.575  0.25
H -2.156 -0.878 -0.913  0.36
H -1.915 0.846 -1.309  0.26
H -0.593 -0.304 -1.473  0.27


Here is a structure of composition C18H22BBaF6O18 at a distorted geometry from the OMol25 dataset. Energies are from ωB97M-V with the def2-TZVPD basis set.

net charge	+1
electronic energy	-73539.2592	eV
highest occupied orbital energy	-12.0	eV
LUMO energy	-6.32	eV

Each line ends with the Mulliken charge.
Cartesian coordinates (Å):
Ba 1.299 2.694 3.862  1.86
B -0.953 0.323 1.608  -0.04
H -1.278 0.397 2.634  -0.21
H 0.011 -0.163 1.604  -0.14
H -1.634 -0.254 1.001  -0.26
H -0.937 1.310 1.172  -0.19
C 0.607 -1.526 -3.650  -0.44
C 1.927 -1.535 -4.430  0.31
O 2.208 -2.940 -4.297  -0.27
C 1.136 -3.585 -4.186  0.70
O 1.083 -4.810 -4.261  -0.57
O 0.067 -2.725 -3.991  -0.30
F 2.917 -0.786 -3.974  -0.24
H -0.006 -0.665 -3.915  0.27
H 0.648 -1.440 -2.564  0.30
H 1.857 -1.332 -5.498  0.24
C 0.542 9.229 -0.861  -0.33
C 1.638 9.227 0.225  0.33
O 1.298 8.331 1.203  -0.29
C 0.183 7.634 0.731  0.66
O -0.362 6.657 1.305  -0.60
O -0.317 8.180 -0.391  -0.27
F 1.757 10.462 0.733  -0.28
H 1.073 9.031 -1.792  0.27
H -0.005 10.171 -0.869  0.28
H 2.559 8.944 -0.284  0.24
C 1.403 -5.826 1.542  -0.44
C 1.413 -6.522 2.968  0.35
O 1.700 -7.850 2.557  -0.31
C 2.242 -7.909 1.293  0.62
O 2.642 -8.907 0.780  -0.48
O 2.172 -6.695 0.666  -0.30
F 0.250 -6.477 3.535  -0.25
H 1.718 -4.782 1.517  0.26
H 0.438 -5.860 1.037  0.28
H 2.165 -6.092 3.629  0.29
C -4.701 3.041 -1.638  -0.42
C -5.863 3.411 -2.506  0.30
O -5.308 4.190 -3.522  -0.28
C -4.144 4.666 -3.100  0.61
O -3.475 5.538 -3.615  -0.55
O -3.800 4.137 -1.873  -0.29
F -6.639 4.167 -1.720  -0.28
H -4.327 2.117 -2.080  0.28
H -4.954 2.905 -0.587  0.29
H -6.505 2.595 -2.839  0.33
C -4.402 -2.793 3.175  -0.24
C -5.307 -1.640 2.862  0.40
O -6.154 -1.341 3.926  -0.31
C -5.876 -2.254 4.815  0.67
O -6.376 -2.171 5.927  -0.57
O -4.921 -3.075 4.355  -0.32
F -6.018 -1.902 1.801  -0.29
H -3.327 -2.667 3.302  0.21
H -4.571 -3.572 2.431  0.24
H -4.788 -0.697 2.689  0.19
C 6.602 -2.491 -1.032  -0.36
C 7.730 -1.732 -0.372  0.23
O 7.256 -1.520 0.948  -0.29
C 5.940 -1.384 0.857  0.65
O 5.221 -0.762 1.625  -0.60
O 5.500 -1.865 -0.353  -0.29
F 7.990 -0.622 -1.042  -0.26
H 6.558 -3.526 -0.692  0.29
H 6.551 -2.346 -2.111  0.30
H 8.646 -2.314 -0.268  0.31


Here is an isolated molecule of C33H35N5O4 at a distorted geometry from the OMol25 dataset. Energies are from ωB97M-V with the def2-TZVPD basis set.

electronic energy	-50429.5576	eV
highest occupied orbital energy	-8.3	eV
LUMO energy	-0.61	eV
SMILES string	NC(=O)C[C@H](NC(=O)Cc1cccc2ccccc12)c1ccc(NC2CCN(Cc3ccccc3)CC2)c([N+](=O)[O-])c1

Each line ends with the Mulliken charge.
Cartesian coordinates (Å):
N 4.586 1.448 -6.030  -0.19
C 3.270 1.483 -6.291  0.06
O 2.830 1.736 -7.394  -0.67
C 2.305 1.213 -5.133  -0.63
C 2.920 0.965 -3.759  -0.37
N 3.504 -0.371 -3.659  -0.01
C 4.807 -0.577 -3.377  0.79
O 5.666 0.247 -3.631  -0.75
C 5.087 -1.892 -2.665  -1.35
C 4.574 -1.680 -1.260  0.61
C 5.395 -1.030 -0.370  -0.49
C 4.968 -0.699 0.921  -0.68
C 3.697 -1.003 1.317  -0.76
C 2.812 -1.658 0.437  0.48
C 1.490 -1.951 0.834  -0.66
C 0.622 -2.579 -0.012  -0.57
C 1.055 -2.969 -1.286  -1.08
C 2.332 -2.706 -1.697  -0.57
C 3.250 -2.021 -0.868  1.11
C 1.938 1.039 -2.611  0.13
C 0.622 0.571 -2.719  -0.85
C -0.195 0.485 -1.624  -0.70
C 0.246 0.833 -0.328  0.89
N -0.535 0.690 0.750  0.18
C -1.911 0.253 0.782  -0.52
C -2.231 -0.290 2.174  -0.68
C -3.711 -0.696 2.251  -1.36
N -4.627 0.369 1.901  0.08
C -4.795 1.368 2.944  -0.57
C -5.469 0.766 4.149  0.27
C -6.613 -0.006 3.985  -0.25
C -7.249 -0.559 5.080  -0.59
C -6.751 -0.343 6.355  -0.38
C -5.613 0.424 6.527  -0.64
C -4.973 0.973 5.429  -0.38
C -4.322 0.906 0.594  -1.35
C -2.875 1.400 0.452  -0.34
C 1.575 1.329 -0.230  -0.90
N 2.155 1.739 0.990  1.40
O 3.273 2.220 0.972  -0.72
O 1.518 1.602 2.036  -0.81
C 2.386 1.414 -1.366  -0.24
H 5.206 1.613 -6.807  0.24
H 5.004 1.146 -5.157  0.17
H 1.642 2.078 -5.080  0.33
H 1.700 0.356 -5.439  0.25
H 3.726 1.684 -3.578  1.07
H 2.845 -1.091 -3.400  0.37
H 4.604 -2.723 -3.173  0.43
H 6.164 -2.057 -2.653  0.42
H 6.393 -0.755 -0.679  0.45
H 5.643 -0.186 1.588  0.43
H 3.347 -0.736 2.303  0.37
H 1.181 -1.663 1.828  0.35
H -0.389 -2.799 0.299  0.46
H 0.375 -3.494 -1.941  0.44
H 2.643 -3.065 -2.669  0.40
H 0.236 0.272 -3.681  0.32
H -1.202 0.125 -1.752  0.47
H -0.127 1.000 1.629  0.46
H -2.049 -0.555 0.052  0.14
H -2.020 0.479 2.920  0.37
H -1.603 -1.154 2.395  0.39
H -3.953 -1.041 3.258  0.52
H -3.891 -1.523 1.555  0.37
H -3.850 1.842 3.253  0.30
H -5.442 2.154 2.539  0.48
H -6.989 -0.172 2.987  0.39
H -8.137 -1.159 4.942  0.38
H -7.249 -0.773 7.212  0.38
H -5.219 0.595 7.519  0.38
H -4.083 1.570 5.570  0.35
H -5.018 1.719 0.377  0.49
H -4.498 0.107 -0.135  0.47
H -2.695 2.228 1.140  0.25
H -2.702 1.762 -0.562  0.47
H 3.395 1.773 -1.230  0.54